{
  "formula": "C12H14BrMoN2O9P2",
  "method": "ωB97M-V with the def2-TZVPD basis set",
  "energy_ev": -124553.60368,
  "multiplicity": 1,
  "total_charge": 1,
  "homo_energy_ev": [-12.48, -12.47],
  "homo_lumo_gap_ev": [4.84, 4.84],
  "symbols": ["Mo", "C", "C", "O", "C", "C", "C", "N", "N", "C", "O", "C", "C", "C", "C", "C", "C", "H", "H", "H", "H", "H", "H", "H", "H", "H", "H", "H", "H", "O", "P", "O", "O", "O", "P", "O", "O", "O", "H", "H", "Br"],
  "xyz": [[0.24099, -1.18828, -0.85106], [4.51658, -1.27835, -0.47127], [3.20090, -0.69269, -0.82627], [2.23629, -1.48162, -1.29112], [3.13047, 0.67629, -0.73448], [1.93896, 1.39648, -0.87660], [2.17794, 2.88235, -0.76713], [0.71854, 0.90246, -0.84556], [-0.25254, 1.75426, -0.52575], [-1.38776, 1.04814, -0.47025], [-1.48588, -0.25714, -0.71772], [-2.63160, 1.72161, -0.14075], [-3.85819, 1.14652, -0.25739], [-5.06964, 1.86566, -0.14387], [-5.07774, 3.20385, 0.20108], [-3.83585, 3.76348, 0.36276], [-2.63720, 3.07201, 0.17811], [4.41938, -1.82252, 0.48418], [5.30481, -0.55035, -0.31130], [4.79034, -1.94905, -1.29812], [4.01555, 1.15788, -0.38265], [3.20398, 3.05384, -0.45220], [1.56061, 3.33316, -0.01579], [2.01294, 3.35163, -1.73013], [-3.91323, 0.08822, -0.33376], [-5.95866, 1.30365, -0.42644], [-5.99841, 3.79881, 0.33443], [-3.67810, 4.82292, 0.57587], [-1.71372, 3.59876, 0.22315], [0.39198, -2.74157, 3.28917], [1.36073, -2.26296, 2.12859], [2.67266, -1.76685, 2.58686], [0.56335, -1.31598, 1.16310], [1.45280, -3.64247, 1.14802], [-0.02707, -4.03577, 0.47167], [0.07619, -5.49642, -0.13402], [-1.06653, -3.74543, 1.47866], [-0.05743, -3.18881, -0.76016], [-0.47079, -3.18938, 2.96365], [-0.31212, -6.28531, 0.30471], [-0.55355, -1.05105, -3.13024]],
  "lowdin_charge": [1.700, 0.030, -0.324, -0.155, 0.048, -0.219, 0.014, -0.103, 0.161, -0.313, -0.278, -0.171, -0.005, -0.031, -0.042, -0.057, -0.004, 0.115, 0.100, 0.120, 0.129, 0.092, 0.085, 0.110, 0.114, 0.119, 0.133, 0.120, 0.105, -0.121, 0.316, -0.228, -0.416, -0.268, 0.260, -0.060, -0.254, -0.393, 0.090, 0.133, 0.348]
}

=====

{
  "formula": "C12H14BrN3S",
  "method": "ωB97M-V with the def2-TZVPD basis set",
  "energy_ev": -98018.61504,
  "smiles": "CC(C)/N=C(/NC#N)SCc1ccc(Br)cc1",
  "multiplicity": 1,
  "total_charge": 0,
  "homo_energy_ev": -9.13,
  "relative_energy_ev": 0.000,
  "homo_lumo_gap_ev": 9.42,
  "symbols": ["C", "C", "C", "N", "C", "N", "C", "N", "S", "C", "C", "C", "C", "C", "Br", "C", "C", "H", "H", "H", "H", "H", "H", "H", "H", "H", "H", "H", "H", "H", "H"],
  "xyz": [[-1.27104, -1.12233, -1.10537], [-1.85632, 0.22498, -1.53119], [-1.62304, 0.48083, -3.02148], [-1.36548, 1.31447, -0.73348], [-0.20433, 1.72823, -0.60729], [0.08561, 2.79901, 0.21384], [-0.79490, 3.34754, 1.03630], [-1.50907, 3.82026, 1.79539], [1.34690, 1.12271, -1.39204], [2.31969, 0.73792, 0.13036], [1.64947, -0.34096, 0.91120], [1.82314, -1.67283, 0.54774], [1.16726, -2.68221, 1.22500], [0.32398, -2.35234, 2.27317], [-0.59286, -3.73733, 3.20540], [0.13582, -1.03472, 2.65318], [0.80019, -0.03369, 1.96864], [-0.21364, -1.17823, -1.34966], [-1.79028, -1.92373, -1.62357], [-1.39221, -1.26222, -0.03340], [-2.93608, 0.21719, -1.33557], [-0.55812, 0.49274, -3.24335], [-2.05009, 1.43900, -3.30817], [-2.09561, -0.30348, -3.60631], [0.96222, 3.28392, 0.07233], [2.44718, 1.64954, 0.71337], [3.28441, 0.41692, -0.26017], [2.47537, -1.92030, -0.27703], [1.30475, -3.71375, 0.94072], [-0.52426, -0.78988, 3.47057], [0.65136, 0.99274, 2.27088]],
  "lowdin_charge": [-0.060, -0.445, -0.065, 0.110, -0.613, 0.022, -0.318, 0.159, 0.947, -0.400, -0.313, -0.054, -0.123, -0.686, 0.729, -0.116, -0.038, 0.043, 0.082, 0.075, 0.132, 0.043, 0.079, 0.079, 0.134, 0.074, 0.079, 0.121, 0.104, 0.106, 0.112]
}

=====

{
  "formula": "C12H14CdIN3O3",
  "method": "ωB97M-V with the def2-TZVPD basis set",
  "energy_ev": -35944.29373,
  "multiplicity": 1,
  "total_charge": 0,
  "homo_energy_ev": [-6.90, -6.90],
  "relative_energy_ev": 0.000,
  "homo_lumo_gap_ev": [4.77, 4.77],
  "symbols": ["C", "C", "H", "H", "H", "H", "H", "H", "C", "C", "C", "C", "H", "H", "H", "H", "N", "C", "C", "N", "C", "C", "C", "H", "H", "C", "H", "H", "Cd", "I", "O", "N", "O", "O"],
  "xyz": [[-0.17940, 1.87990, 1.93020], [0.19940, -1.23685, 1.51483], [0.91278, 1.95381, 1.94068], [-0.13489, 1.13715, 3.64296], [-0.79995, 2.14607, 1.07294], [0.14382, -2.32948, 1.37618], [0.97427, -1.03954, 2.26101], [-0.76347, -0.88815, 1.89365], [0.38019, 2.51554, -1.94349], [0.28895, 3.37384, -3.04365], [0.00174, 2.81920, -4.29772], [-0.16908, 1.43836, -4.42161], [0.61105, 2.88951, -0.93636], [0.44806, 4.43875, -2.89431], [-0.08429, 3.46349, -5.17120], [-0.37919, 0.95812, -5.37462], [0.22065, 1.19146, -2.07870], [-0.06196, 0.62959, -3.27805], [-0.24870, -0.83910, -3.27786], [-0.13491, -1.44670, -2.07436], [-0.39728, -2.75719, -1.93995], [-0.72640, -2.97619, -4.30571], [-0.69108, -3.56553, -3.03880], [-0.35177, -3.14863, -0.92127], [-0.86663, -4.62891, -2.88343], [-0.51276, -1.60088, -4.42704], [-0.51507, -1.09907, -5.39135], [-0.91577, -3.58930, -5.18396], [0.97898, -0.31213, -0.36360], [3.58567, 0.35011, -0.87366], [-0.86714, -1.10959, 4.69216], [0.04079, -0.55190, 5.30965], [0.81694, 0.29530, 4.77793], [-0.79654, 1.56093, 3.01314]],
  "lowdin_charge": [0.090, -0.279, 0.114, 0.059, 0.101, -0.043, -0.053, -0.060, -0.154, -0.039, -0.037, 0.005, 0.097, 0.110, 0.115, 0.106, -0.021, -0.214, -0.212, -0.008, -0.109, -0.039, -0.039, 0.104, 0.113, 0.002, 0.106, 0.115, 0.966, -0.358, -0.133, -0.308, -0.203, 0.109]
}

=====

{
  "formula": "C12H14Cl2N2O",
  "method": "ωB97M-V with the def2-TZVPD basis set",
  "energy_ev": -42744.08133,
  "smiles": "O=C(NCC[C@@H]1CC1(Cl)Cl)Nc1ccccc1",
  "multiplicity": 1,
  "total_charge": 0,
  "homo_energy_ev": -8.78,
  "relative_energy_ev": 0.000,
  "homo_lumo_gap_ev": 9.41,
  "symbols": ["O", "C", "N", "C", "C", "C", "C", "C", "Cl", "Cl", "N", "C", "C", "C", "C", "C", "C", "H", "H", "H", "H", "H", "H", "H", "H", "H", "H", "H", "H", "H", "H"],
  "xyz": [[-0.27375, -1.23708, -1.83913], [-1.03860, -0.86207, -0.97044], [-0.75714, -0.91928, 0.35369], [0.47474, -1.46788, 0.86698], [1.30712, -0.43562, 1.63201], [1.92100, 0.67629, 0.79783], [1.91954, 0.70727, -0.71262], [3.18569, 0.44241, 0.02487], [3.87678, -1.16724, -0.01109], [4.43763, 1.67891, 0.05361], [-2.25282, -0.30617, -1.31216], [-3.35063, 0.04366, -0.52563], [-4.12448, 1.13953, -0.90722], [-5.22888, 1.51024, -0.16533], [-5.58238, 0.79524, 0.96728], [-4.83463, -0.30956, 1.33605], [-3.73076, -0.69283, 0.59557], [-1.36150, -0.44319, 1.00368], [1.02743, -1.87543, 0.01980], [0.23836, -2.29149, 1.55161], [2.10883, -0.97133, 2.14553], [0.67249, 0.01917, 2.39615], [1.87064, 1.64636, 1.27879], [1.81649, 1.66842, -1.19440], [1.47509, -0.10620, -1.26742], [-2.31776, -0.08160, -2.29531], [-3.85109, 1.69628, -1.79187], [-5.81593, 2.36297, -0.47214], [-6.44224, 1.08872, 1.54939], [-5.11816, -0.88949, 2.20189], [-3.18775, -1.58598, 0.86521]],
  "lowdin_charge": [0.044, -0.551, 0.079, -0.181, -0.164, -0.297, -0.126, -1.194, 0.661, 0.616, 0.133, -0.250, -0.028, -0.086, -0.098, -0.084, -0.044, 0.126, 0.105, 0.123, 0.101, 0.112, 0.129, 0.109, 0.080, 0.153, 0.112, 0.104, 0.100, 0.104, 0.112]
}

=====

{
  "formula": "C12H14ClN5O",
  "method": "ωB97M-V with the def2-TZVPD basis set",
  "energy_ev": -34690.05181,
  "smiles": "Cc1[nH]c(C(=O)NC/C=C/c2c[nH]c(N)n2)cc1Cl",
  "multiplicity": 1,
  "total_charge": 0,
  "homo_energy_ev": -7.88,
  "relative_energy_ev": 1.592,
  "homo_lumo_gap_ev": 8.40,
  "symbols": ["C", "C", "N", "C", "C", "O", "N", "C", "C", "C", "C", "C", "N", "C", "N", "N", "C", "C", "Cl", "H", "H", "H", "H", "H", "H", "H", "H", "H", "H", "H", "H", "H", "H"],
  "xyz": [[5.29305, -1.23770, 3.09937], [4.07427, -1.50564, 2.25847], [3.67604, -1.16485, 0.99271], [2.34416, -1.53010, 0.70826], [1.76109, -1.23252, -0.57911], [2.47943, -1.04691, -1.59242], [0.37889, -1.23045, -0.57315], [-0.33726, -0.44823, -1.63060], [-1.33162, 0.27074, -0.76898], [-2.72795, 0.21895, -0.88789], [-3.61886, 0.90529, 0.10385], [-4.98342, 0.84360, 0.01006], [-5.53253, 1.57054, 1.09105], [-4.39736, 2.17237, 1.67844], [-4.36005, 2.96852, 2.79315], [-3.25898, 1.71329, 1.22503], [1.80809, -2.17614, 1.79498], [2.92208, -2.11982, 2.77788], [2.66765, -2.85035, 4.35693], [6.03750, -2.10676, 3.21998], [5.94832, -0.50823, 2.51749], [5.17828, -0.92744, 4.12744], [4.21918, -0.72908, 0.27586], [-0.01224, -1.16713, 0.34092], [0.31930, 0.30770, -2.13546], [-0.96053, -1.12071, -2.34529], [-0.99011, 1.15313, -0.16724], [-3.18073, -0.46787, -1.58509], [-5.38019, 0.23623, -0.84226], [-6.47830, 1.73998, 1.28602], [-3.80262, 3.73002, 2.52979], [-5.34648, 3.12377, 3.08800], [0.79070, -2.52152, 1.85259]],
  "lowdin_charge": [-0.052, -0.291, 0.120, -0.201, -0.418, 0.031, 0.064, -0.164, -0.120, -0.031, -0.293, -0.080, 0.116, -0.466, 0.122, 0.141, -0.013, -0.600, 0.609, 0.102, 0.092, 0.063, 0.152, 0.098, 0.132, 0.142, 0.120, 0.091, 0.125, 0.118, 0.074, 0.111, 0.107]
}

=====

{
  "formula": "C12H14F12NO6P",
  "method": "ωB97M-V with the def2-TZVPD basis set",
  "energy_ev": -68344.97968,
  "smiles": "CCO[PH](COC(F)(F)F)(C(=O)C(F)(F)C(F)(F)C(F)(F)C(=O)O)C(F)(F)F.CC(N)=O",
  "multiplicity": 1,
  "total_charge": 0,
  "homo_energy_ev": -10.03,
  "homo_lumo_gap_ev": 9.81,
  "symbols": ["C", "C", "O", "P", "C", "O", "C", "F", "F", "F", "C", "O", "C", "F", "F", "C", "F", "F", "C", "F", "F", "C", "O", "O", "C", "F", "F", "F", "H", "H", "H", "H", "H", "H", "H", "H", "H", "C", "C", "N", "O", "H", "H", "H", "H", "H"],
  "xyz": [[1.30653, -3.11110, 2.90495], [1.41817, -2.46493, 1.53154], [2.19684, -1.27566, 1.62741], [2.84033, -0.63293, 0.20847], [4.00817, 0.41417, 1.16732], [5.17572, -0.37559, 1.37590], [6.12223, 0.17564, 2.17069], [7.25474, -0.47778, 1.98699], [6.32356, 1.48105, 1.90865], [5.78555, 0.08850, 3.47316], [1.12326, -0.02446, -0.27880], [0.48567, -0.65769, -1.06522], [0.54274, 1.22731, 0.41928], [0.36198, 2.19456, -0.50848], [1.48178, 1.66702, 1.30730], [-0.76862, 1.02473, 1.23317], [-0.46580, 0.17966, 2.24485], [-1.08233, 2.24331, 1.72944], [-1.99828, 0.46642, 0.45710], [-1.89298, -0.89009, 0.36600], [-2.00027, 0.97410, -0.80909], [-3.34326, 0.77387, 1.15303], [-3.43008, 0.78623, 2.34106], [-4.35739, 0.90330, 0.32574], [3.49152, 0.04314, -1.49723], [4.84896, 0.13120, -1.51036], [3.02384, 1.28583, -1.80386], [3.13618, -0.77242, -2.51826], [1.33474, -2.33666, 3.67011], [2.13841, -3.79052, 3.09025], [0.37745, -3.66984, 2.99680], [0.42457, -2.24100, 1.13545], [1.89294, -3.16295, 0.83155], [3.30523, -1.89377, -0.20894], [4.22860, 1.32709, 0.61627], [3.53791, 0.67447, 2.11376], [-4.09994, 0.94243, -0.61443], [-5.61650, 0.18356, -4.35318], [-5.85436, 1.11280, -3.18946], [-6.90174, 1.96299, -3.30022], [-5.14820, 1.10334, -2.19654], [-5.67192, -0.84296, -3.99616], [-4.61428, 0.35823, -4.73972], [-6.33757, 0.32057, -5.15723], [-7.49839, 1.98632, -4.10482], [-7.08571, 2.58853, -2.53426]],
  "lowdin_charge": [-0.060, -0.310, -0.334, 0.990, -0.211, 0.010, -0.715, 0.195, 0.162, 0.161, -0.305, 0.147, -0.372, 0.151, 0.115, -0.339, 0.159, 0.162, -0.320, 0.138, 0.131, -0.442, 0.177, 0.161, -0.659, 0.086, 0.087, 0.087, 0.080, 0.075, 0.077, 0.099, 0.108, 0.104, 0.112, 0.112, 0.079, 0.001, -0.565, 0.169, 0.032, 0.090, 0.090, 0.073, 0.100, 0.115]
}

=====

{
  "formula": "C12H14F3NO2",
  "method": "ωB97M-V with the def2-TZVPD basis set",
  "energy_ev": -26409.81094,
  "smiles": "CC[C@@H](CO)NC(=O)c1ccccc1C(F)(F)F",
  "multiplicity": 1,
  "total_charge": 0,
  "homo_energy_ev": -9.82,
  "relative_energy_ev": 0.000,
  "homo_lumo_gap_ev": 10.49,
  "symbols": ["C", "C", "C", "C", "O", "N", "C", "O", "C", "C", "C", "C", "C", "C", "C", "F", "F", "F", "H", "H", "H", "H", "H", "H", "H", "H", "H", "H", "H", "H", "H", "H"],
  "xyz": [[-3.11480, -1.10094, -1.46304], [-3.28123, -0.26202, -0.20223], [-2.11683, 0.71457, -0.01137], [-2.37031, 1.66337, 1.17476], [-1.20815, 2.32204, 1.60193], [-0.87112, 0.00921, 0.20897], [0.16543, 0.11270, -0.65096], [0.09187, 0.63255, -1.74312], [1.42754, -0.52759, -0.14516], [1.43632, -1.87330, 0.20140], [2.60815, -2.48775, 0.60597], [3.78499, -1.76119, 0.67534], [3.79042, -0.41806, 0.34336], [2.61551, 0.19797, -0.06664], [2.64145, 1.66185, -0.41997], [1.54682, 2.32537, -0.00755], [3.68186, 2.29553, 0.15482], [2.76074, 1.88262, -1.73427], [-3.06754, -0.46159, -2.34059], [-3.95076, -1.78659, -1.57660], [-2.19558, -1.67973, -1.41896], [-3.34611, -0.91449, 0.67187], [-4.20700, 0.31260, -0.26063], [-1.96963, 1.29323, -0.93121], [-2.71253, 1.09033, 2.04201], [-3.15813, 2.37963, 0.90181], [-0.79987, 2.77688, 0.85528], [-0.70724, -0.33885, 1.14131], [0.52000, -2.44082, 0.13443], [2.60300, -3.53548, 0.86581], [4.70064, -2.23792, 0.98872], [4.70207, 0.15588, 0.40454]],
  "lowdin_charge": [-0.094, -0.209, -0.311, -0.224, -0.051, 0.116, -0.458, 0.094, -0.073, -0.018, -0.063, -0.062, -0.002, -0.054, -0.570, 0.145, 0.131, 0.161, 0.079, 0.070, 0.066, 0.113, 0.114, 0.152, 0.125, 0.126, 0.086, 0.158, 0.117, 0.107, 0.107, 0.122]
}

=====

Please write out number 6 again, unchanged.
{
  "formula": "C12H14F12NO6P",
  "method": "ωB97M-V with the def2-TZVPD basis set",
  "energy_ev": -68344.97968,
  "smiles": "CCO[PH](COC(F)(F)F)(C(=O)C(F)(F)C(F)(F)C(F)(F)C(=O)O)C(F)(F)F.CC(N)=O",
  "multiplicity": 1,
  "total_charge": 0,
  "homo_energy_ev": -10.03,
  "homo_lumo_gap_ev": 9.81,
  "symbols": ["C", "C", "O", "P", "C", "O", "C", "F", "F", "F", "C", "O", "C", "F", "F", "C", "F", "F", "C", "F", "F", "C", "O", "O", "C", "F", "F", "F", "H", "H", "H", "H", "H", "H", "H", "H", "H", "C", "C", "N", "O", "H", "H", "H", "H", "H"],
  "xyz": [[1.30653, -3.11110, 2.90495], [1.41817, -2.46493, 1.53154], [2.19684, -1.27566, 1.62741], [2.84033, -0.63293, 0.20847], [4.00817, 0.41417, 1.16732], [5.17572, -0.37559, 1.37590], [6.12223, 0.17564, 2.17069], [7.25474, -0.47778, 1.98699], [6.32356, 1.48105, 1.90865], [5.78555, 0.08850, 3.47316], [1.12326, -0.02446, -0.27880], [0.48567, -0.65769, -1.06522], [0.54274, 1.22731, 0.41928], [0.36198, 2.19456, -0.50848], [1.48178, 1.66702, 1.30730], [-0.76862, 1.02473, 1.23317], [-0.46580, 0.17966, 2.24485], [-1.08233, 2.24331, 1.72944], [-1.99828, 0.46642, 0.45710], [-1.89298, -0.89009, 0.36600], [-2.00027, 0.97410, -0.80909], [-3.34326, 0.77387, 1.15303], [-3.43008, 0.78623, 2.34106], [-4.35739, 0.90330, 0.32574], [3.49152, 0.04314, -1.49723], [4.84896, 0.13120, -1.51036], [3.02384, 1.28583, -1.80386], [3.13618, -0.77242, -2.51826], [1.33474, -2.33666, 3.67011], [2.13841, -3.79052, 3.09025], [0.37745, -3.66984, 2.99680], [0.42457, -2.24100, 1.13545], [1.89294, -3.16295, 0.83155], [3.30523, -1.89377, -0.20894], [4.22860, 1.32709, 0.61627], [3.53791, 0.67447, 2.11376], [-4.09994, 0.94243, -0.61443], [-5.61650, 0.18356, -4.35318], [-5.85436, 1.11280, -3.18946], [-6.90174, 1.96299, -3.30022], [-5.14820, 1.10334, -2.19654], [-5.67192, -0.84296, -3.99616], [-4.61428, 0.35823, -4.73972], [-6.33757, 0.32057, -5.15723], [-7.49839, 1.98632, -4.10482], [-7.08571, 2.58853, -2.53426]],
  "lowdin_charge": [-0.060, -0.310, -0.334, 0.990, -0.211, 0.010, -0.715, 0.195, 0.162, 0.161, -0.305, 0.147, -0.372, 0.151, 0.115, -0.339, 0.159, 0.162, -0.320, 0.138, 0.131, -0.442, 0.177, 0.161, -0.659, 0.086, 0.087, 0.087, 0.080, 0.075, 0.077, 0.099, 0.108, 0.104, 0.112, 0.112, 0.079, 0.001, -0.565, 0.169, 0.032, 0.090, 0.090, 0.073, 0.100, 0.115]
}